Record 1
C14H28N3NbO | ωB97M-V with the def2-TZVPD basis set

Calculated values
Calculated total energy in eV: -23026.11926
Kohn-Sham gap in eV: 4.933

Geometry (Å):
C1 2.881 -1.157 0.729
C2 2.126 -2.248 0.683
C3 1.068 -3.493 0.729
C4 -0.367 -2.850 1.089
C5 -1.594 -3.912 1.117
Nb1 -2.997 -3.825 -0.676
N1 -4.113 -2.148 0.058
C6 -3.258 -1.086 0.679
C7 -5.263 -2.532 0.907
C8 -5.186 -3.087 2.419
O1 -6.442 -2.361 0.395
H1 3.120 -0.023 0.747
H2 1.435 -4.299 1.463
H3 1.024 -3.889 -0.364
H4 -0.276 -2.423 2.171
H5 -0.613 -2.037 0.311
H6 -2.205 -3.893 2.109
H7 -1.099 -4.973 1.097
H8 -4.212 -4.913 0.189
H9 -4.004 -3.842 -2.203
H10 -1.853 -2.649 -1.469
H11 -2.118 -5.284 -1.353
H12 -3.862 -0.105 0.840
H13 -2.819 -1.383 1.704
H14 -2.436 -0.828 -0.108
H15 -6.234 -3.051 2.889
H16 -4.540 -2.316 3.013
H17 -4.684 -4.119 2.457
C9 2.280 6.719 -1.344
C10 2.432 5.806 -0.142
N2 3.031 4.509 -0.490
C11 3.953 3.822 0.279
C12 4.244 2.670 -0.386
N3 3.487 2.676 -1.539
C13 2.745 3.786 -1.577
C14 3.475 1.644 -2.573
H18 1.613 6.283 -2.092
H19 1.859 7.681 -1.044
H20 3.248 6.896 -1.821
H21 1.460 5.610 0.319
H22 3.068 6.291 0.604
H23 4.286 4.243 1.212
H24 4.896 1.838 -0.185
H25 2.047 4.049 -2.360
H26 3.795 2.085 -3.518
H27 2.460 1.253 -2.671
H28 4.152 0.834 -2.301


Record 2
C42H44CeClN4P2 | ωB97M-V with the def2-TZVPD basis set

Calculated values
Calculated total energy in eV: -94224.83083
Net charge: +3
Kohn-Sham gap (spin up / spin down) in eV: 2.436 / 2.595

Geometry (Å):
Ce1 0.431 0.055 -1.697
Cl1 2.231 1.956 -1.153
P1 2.398 -1.502 0.235
P2 -0.916 2.753 -0.178
C1 1.869 -2.980 1.160
C2 3.970 -1.122 1.087
C3 2.853 -2.190 -1.411
C4 -1.795 3.017 -1.766
C5 -2.229 2.978 1.067
C6 0.116 4.246 0.040
C7 1.896 -4.277 0.618
C8 1.318 -5.338 1.324
C9 0.749 -5.123 2.576
C10 0.776 -3.850 3.145
C11 1.342 -2.784 2.453
H1 2.360 -4.448 -0.350
H2 1.331 -6.334 0.883
H3 0.304 -5.958 3.123
H4 0.367 -3.689 4.148
H5 1.394 -1.790 2.910
C12 1.809 -2.538 -2.302
C13 2.116 -2.889 -3.624
C14 3.438 -2.980 -4.032
C15 4.479 -2.689 -3.141
C16 4.185 -2.271 -1.837
H6 0.756 -2.540 -1.967
H7 1.301 -3.098 -4.318
H8 3.680 -3.296 -5.050
H9 5.515 -2.771 -3.459
H10 4.993 -2.008 -1.151
C17 4.736 -2.081 1.756
C18 5.930 -1.722 2.402
C19 6.352 -0.383 2.388
C20 5.593 0.583 1.729
C21 4.408 0.222 1.080
H11 4.406 -3.119 1.789
H12 6.516 -2.480 2.905
H13 7.279 -0.106 2.890
H14 5.921 1.623 1.716
H15 3.818 0.964 0.558
C22 -2.040 3.754 2.224
C23 -3.016 3.782 3.217
C24 -4.176 3.015 3.083
C25 -4.379 2.245 1.937
C26 -3.426 2.237 0.919
H16 -1.126 4.344 2.329
H17 -2.867 4.406 4.101
H18 -4.934 3.025 3.871
H19 -5.290 1.650 1.819
H20 -3.623 1.715 -0.021
C27 -1.204 2.500 -2.939
C28 -1.950 2.454 -4.113
C29 -3.221 3.033 -4.165
C30 -3.754 3.661 -3.036
C31 -3.040 3.661 -1.840
H21 -0.137 2.198 -2.942
H22 -1.537 1.971 -5.001
H23 -3.796 3.014 -5.088
H24 -4.735 4.142 -3.080
H25 -3.461 4.148 -0.959
C32 -0.076 5.411 -0.706
C33 0.783 6.501 -0.545
C34 1.848 6.423 0.361
C35 2.055 5.261 1.109
C36 1.199 4.170 0.949
H26 -0.905 5.458 -1.419
H27 0.620 7.406 -1.135
H28 2.519 7.275 0.484
H29 2.881 5.194 1.822
H30 1.379 3.250 1.495
H31 -0.932 -0.484 -2.637
H32 1.756 0.089 -2.865
C37 -1.238 -2.907 -0.143
N1 -1.365 -1.408 -0.134
C38 -1.797 -1.079 1.297
N2 -3.066 -1.729 1.667
C39 -2.901 -3.201 1.566
N3 -2.491 -3.604 0.202
C40 -3.566 -3.186 -0.731
N4 -3.788 -1.720 -0.648
C41 -2.545 -1.062 -0.998
C42 -4.147 -1.347 0.718
H33 -0.490 -3.196 0.605
H34 -0.917 -3.229 -1.141
H35 -1.902 0.012 1.358
H36 -0.994 -1.418 1.969
H37 -3.874 -3.665 1.781
H38 -2.132 -3.530 2.284
H39 -3.265 -3.462 -1.753
H40 -4.501 -3.685 -0.452
H41 -2.682 0.031 -0.914
H42 -2.384 -1.411 -2.025
H43 -5.064 -1.898 0.961
H44 -4.299 -0.255 0.752


Record 3
C6H10F5InLaNO5S | ωB97M-V with the def2-TZVPD basis set

Calculated values
Calculated total energy in eV: -48535.83884
Net charge: +2
Kohn-Sham gap in eV: 2.137

Geometry (Å):
C1 -0.868 0.615 -2.769
C2 -1.508 -0.739 -2.231
O1 -1.451 -1.667 -3.333
C3 -0.674 -1.272 -1.085
In1 -1.026 0.006 0.725
C4 -0.842 -1.270 2.586
O2 -1.478 -0.674 3.679
N1 -1.249 -1.497 4.888
O3 -0.345 -1.149 5.479
S1 0.664 1.855 0.790
O4 0.355 2.640 1.958
O5 0.500 2.713 -0.398
C5 2.467 1.363 0.986
F1 3.172 2.261 0.295
F2 2.854 1.494 2.217
C6 2.834 -0.014 0.388
F3 2.206 -1.022 0.956
F4 2.686 0.000 -0.924
F5 4.116 -0.196 0.608
H1 -1.250 0.780 -3.843
H2 0.226 0.566 -2.812
H3 -1.249 1.458 -2.094
H4 -2.576 -0.631 -1.980
H5 -0.849 -1.343 -4.014
H6 -0.929 -2.296 -0.802
H7 0.377 -1.158 -1.372
H8 -2.699 0.631 0.733
H9 0.235 -1.304 2.818
H10 -1.179 -2.300 2.390
La1 -2.521 2.151 -3.838